(1)
5 unconnected molecules or ions with the total composition C52H108FN7OP in a non-equilibrium geometry, computed with the ωB97M-V functional and the def2-TZVPD basis.

```
170
Properties=species:S:1:pos:R:3:mulliken_charge:R:1
H -0.80 -1.69 5.12 0.258
H -1.99 -1.54 2.93 0.876
H 0.45 -1.37 -0.65 0.380
H 8.09 -0.54 3.15 0.319
H 4.78 3.12 2.15 -0.249
H -7.66 -10.44 -2.22 0.298
C 2.31 1.08 -1.38 -0.472
H -8.14 -12.27 -3.63 0.336
H 6.51 6.68 -3.08 -0.098
H 5.18 4.96 2.27 0.110
H -12.70 -12.42 -1.45 0.426
H -9.14 -7.01 2.24 0.239
H 7.74 1.70 2.11 0.276
H 1.72 7.50 -0.63 0.467
H 7.18 3.77 -4.74 0.343
H 5.58 1.48 -0.27 0.167
H -8.83 -9.90 -1.05 0.333
C 5.26 3.71 -0.71 -0.072
N -9.51 -11.44 -2.28 0.126
H -4.23 -1.32 1.27 0.049
C 7.50 7.07 -3.33 -0.252
C 6.19 0.84 3.58 0.151
C -7.24 3.07 4.09 -0.987
C 6.34 3.93 0.53 -0.556
H -6.38 -8.02 0.96 0.306
H 9.45 6.32 -3.74 0.404
H 3.92 6.82 0.39 -0.131
C -3.93 0.74 2.51 0.354
C 0.60 1.55 1.60 -0.257
C -9.83 -11.68 -4.80 -0.946
H 8.17 1.91 3.98 0.302
H 6.20 9.36 1.40 0.425
C -11.68 -12.60 -1.81 -1.417
H 3.90 -3.97 1.09 0.292
H 6.77 -1.35 4.23 0.270
H 7.38 7.89 -4.03 0.361
C 5.16 9.01 1.29 -0.493
N -6.92 -5.30 1.26 0.275
H -11.45 -10.63 -2.64 0.267
C -10.92 -11.28 -1.93 -0.306
H -9.77 -12.46 -5.57 0.376
H 7.26 9.69 -1.15 0.236
H 7.09 3.04 0.48 0.194
H 3.97 7.19 -1.30 0.114
H -8.72 -9.16 -4.00 0.219
H -2.35 -0.37 0.55 0.536
H 8.27 6.08 -7.25 0.463
C 1.69 -3.19 0.94 0.268
H 4.12 10.94 1.10 0.251
H 3.02 0.27 0.66 -0.128
C 6.93 -0.63 3.29 -0.944
H -6.25 -5.93 -0.62 0.361
H -6.51 3.97 4.40 0.290
C 2.98 -3.80 1.83 -1.084
H -8.12 -7.97 0.64 0.148
H 4.40 4.51 -0.65 0.002
H 3.26 -3.05 2.69 0.287
C -7.08 -6.14 0.07 -0.963
H 7.63 4.31 3.13 0.290
C -2.28 0.88 2.45 -0.724
C 2.44 8.23 -0.24 -1.333
H -0.47 0.75 -1.41 0.345
C -6.40 1.89 3.33 0.522
C -9.22 -12.19 -3.50 -0.697
H -10.89 -11.41 -4.70 0.241
H -8.46 0.63 2.64 0.278
P 0.18 -3.24 3.86 0.632
H -2.25 -3.18 1.78 0.391
H 6.94 4.93 0.39 0.336
C 3.85 7.65 -0.31 0.132
C -4.42 -5.48 1.32 -1.365
C 5.70 5.19 -5.38 -0.758
H -8.07 3.47 3.34 0.296
C 6.40 10.37 -1.10 -1.456
C 7.11 4.61 -5.45 -0.720
C 8.42 5.97 -3.85 -1.259
H 9.76 7.94 -5.34 0.283
H 5.93 0.83 4.74 0.327
C 9.66 7.33 -6.24 -1.432
C 8.34 6.56 -6.27 -0.299
H 2.14 8.44 0.79 0.266
H 2.94 -1.01 -0.71 0.367
C -6.47 -0.56 1.87 -0.406
H 1.64 0.83 -2.31 0.225
H -4.20 2.88 3.81 0.178
H 6.16 3.64 4.26 0.294
H 2.18 -1.24 2.00 0.162
C -8.73 -10.21 -2.10 -0.672
H -0.57 -4.38 3.38 0.090
C 1.22 2.54 2.38 -1.185
H -6.98 -1.45 1.33 0.336
N 8.23 5.53 -5.24 0.169
H -5.80 -6.53 2.58 0.251
H 4.98 4.46 -5.77 0.390
C 4.66 2.19 -0.53 0.282
H 3.25 9.72 2.06 0.262
H -4.33 -6.29 0.58 0.297
H -9.55 -13.22 -3.36 0.405
H 4.66 10.53 2.73 0.396
H 5.40 5.40 -4.35 -0.006
C 7.29 1.99 3.17 -0.627
H -11.19 -13.28 -1.11 0.327
C -5.74 -5.56 2.09 -0.408
H -7.96 -4.25 2.73 0.348
H -9.29 -10.82 -5.20 0.259
C 1.22 -1.72 1.48 -0.139
C -0.22 0.44 0.65 1.168
H 10.51 6.64 -6.29 0.328
C -8.14 -5.09 2.04 -0.675
H 5.59 6.10 -5.97 0.313
H -11.00 -10.79 -0.95 0.402
N -0.51 -2.70 5.26 -0.833
H 5.81 3.80 -1.74 0.012
C 5.08 9.60 -1.13 -0.423
H 4.26 10.32 -1.08 0.278
O -1.77 -2.46 1.25 -0.451
H 3.87 2.25 0.37 -0.330
N 4.97 8.57 -0.10 0.397
H -3.58 -5.58 2.02 0.408
C -9.07 -9.02 -2.98 -0.879
C 2.34 -0.09 -0.24 -0.245
H -10.15 -8.81 -3.00 0.274
C 5.65 3.89 2.02 0.222
C 3.84 1.61 -1.82 -0.701
H 5.21 0.84 2.94 -0.201
H -8.57 -8.12 -2.60 0.321
C 0.88 -0.68 0.22 -0.350
H -0.51 2.23 -0.50 0.381
C 0.06 -1.73 2.64 -0.762
H 2.15 -3.01 -0.14 0.325
F 0.61 -4.18 0.76 -0.348
N -1.33 -1.51 2.09 0.367
N -0.81 1.23 -0.54 -0.450
H -2.08 2.03 2.19 0.454
C -4.82 -0.46 1.84 -0.289
H 7.51 7.28 -6.21 0.250
C 4.24 10.11 1.81 -1.042
H -6.99 -8.16 -0.68 0.240
C 6.75 3.53 3.23 -0.734
H 5.02 9.13 -2.12 0.462
H 1.81 2.03 -0.87 0.101
H 2.33 9.14 -0.83 0.268
C -8.67 -6.26 2.87 -1.077
C -1.56 -0.17 1.42 -0.982
H 5.10 8.15 1.96 0.148
H -11.77 -13.11 -2.78 0.300
H -7.77 2.60 5.03 0.277
H 6.50 10.98 -0.20 0.364
H 7.92 7.49 -2.41 0.339
H 1.54 -3.58 4.21 0.150
C -4.75 1.97 3.29 -0.592
H 2.64 -4.86 2.20 0.331
H 4.38 0.63 -2.22 0.274
H -4.32 -4.52 0.80 0.265
H 6.46 11.04 -1.96 0.433
H -7.88 -6.73 3.47 0.279
H -1.84 0.72 3.53 0.366
H 7.23 4.15 -6.44 0.390
H 3.75 2.38 -2.71 0.312
H 1.43 3.47 3.10 0.348
H 6.48 -1.16 2.34 0.202
H -9.44 -5.90 3.56 0.412
C -7.15 -7.65 0.27 -0.573
C -7.28 0.67 2.63 -0.503
H 0.28 -0.79 3.33 0.577
H -8.94 -4.74 1.38 0.397
H 9.72 8.00 -7.10 0.429
H -5.69 -4.81 2.88 0.487
H -7.98 -5.82 -0.48 0.356
H 8.35 5.11 -3.18 0.353
```

Values from the calculation:
- E_HOMO: -0.337 Ha
- Total charge: +1
- Molar mass: 897.46 g mol⁻¹
- Electronic energy: -2944.6944 Ha

=====

(2)
A molecular structure, C26H24Cl5LaN4O3S in a non-equilibrium geometry, computed with the ωB97M-V functional and the def2-TZVPD basis.

```
64
Properties=species:S:1:pos:R:3:mulliken_charge:R:1
C 0.73 -2.97 1.99 0.262
N 1.69 2.59 1.18 -0.016
H 3.46 -3.61 3.91 0.250
C -1.89 2.10 0.40 -1.304
C -1.95 1.72 -4.76 0.116
C 3.63 3.84 1.64 -0.680
H -4.63 0.33 -5.20 0.264
H -1.33 -2.38 -2.17 0.010
H -1.71 -4.97 -2.37 0.382
H 4.05 -3.71 1.94 0.373
O -3.62 -0.32 -2.39 -0.698
H 2.80 2.10 4.34 0.372
H -0.03 -3.18 2.84 0.327
C -2.99 1.40 0.89 0.804
C -2.67 0.25 -2.91 0.076
H -0.98 -6.39 -0.53 0.283
H 4.34 -0.53 0.30 0.232
C 0.19 -3.43 0.72 0.648
C 3.62 3.38 2.95 -0.234
H 4.36 -0.34 -1.40 0.201
Cl -5.76 4.25 1.58 -0.241
Cl -5.62 1.12 1.63 -0.235
C -3.15 4.14 0.66 0.058
C 3.10 -3.44 1.44 -0.912
C -0.44 1.03 -2.97 0.663
C -4.27 3.41 1.14 0.448
C -1.17 -4.49 -1.57 -0.802
C 2.65 3.45 0.81 -0.500
C 1.66 2.07 2.43 0.396
C 3.94 0.15 -0.45 -1.007
H -2.27 2.26 -5.62 0.353
H 2.94 -3.94 0.42 0.233
C 2.34 -3.22 3.77 -0.765
C -0.95 -3.10 -1.42 0.105
C 2.72 2.46 3.32 -0.766
Cl -0.66 4.21 -0.56 -0.193
C -2.01 3.46 0.25 0.512
C -4.20 2.03 1.19 -0.253
Cl -3.19 5.88 0.47 -0.245
C -0.67 1.76 -4.30 -1.106
C -4.34 1.14 -4.50 -1.127
H 1.69 -3.75 4.53 0.239
H 2.55 3.67 -0.25 0.453
H 0.34 -5.46 1.40 0.279
C -0.77 -5.31 -0.49 -0.276
S 0.46 0.86 2.87 -0.520
La 0.26 0.24 0.01 1.470
H 3.20 -2.29 1.17 0.251
H -4.45 2.10 -4.91 0.433
N -2.92 1.02 -4.09 0.146
H 0.07 2.38 -4.82 0.359
Cl -2.87 -0.34 1.06 -0.208
N -1.41 0.31 -2.41 0.233
H 2.26 -2.15 3.97 0.271
C -0.30 -2.49 -0.30 -0.599
H 4.33 1.15 -0.37 0.251
H 4.50 4.31 1.26 0.372
H -5.04 0.98 -3.66 0.311
H 0.85 -1.83 2.00 -0.639
C -0.07 -4.79 0.61 -0.692
H 4.44 3.45 3.60 0.384
O 0.67 1.06 -2.42 -0.651
O 2.53 0.02 -0.27 -0.136
N 1.94 -3.62 2.40 -0.014
```

Values from the calculation:
- E_HOMO: -0.087 Ha
- Total charge: -2
- Molar mass: 788.74 g mol⁻¹
- Electronic energy: -4180.7443 Ha

=====

Q: Look up the electronic energy of the first one.
A: -2944.6944 Ha

=====

Q: The lowest electronic energy belongs to which entry?
A: C26H24Cl5LaN4O3S

=====

Q: Among the records above, which one has the highest total charge?
A: C52H108FN7OP